{"formula": "C3H8Cl3HgO2", "method": "ωB97M-V with the def2-TZVPD basis set", "symbols": ["Hg", "C", "O", "H", "H", "H", "C", "O", "H", "H", "H", "Cl", "C", "Cl", "Cl", "H", "H"], "coordinates": [[1.11, 0.36, -0.04], [-1.62, 1.03, 2.16], [-0.51, 0.42, 1.58], [-1.29, 1.99, 2.56], [-2.37, 1.30, 1.42], [-2.14, 0.46, 2.93], [0.11, 2.92, -1.76], [1.27, 2.11, -1.69], [0.09, 3.69, -0.98], [-0.06, 3.45, -2.70], [-0.77, 2.30, -1.61], [3.72, 0.07, -0.84], [0.58, -4.11, -0.26], [-1.15, -4.37, 0.05], [1.09, -2.48, 0.10], [1.13, -4.79, 0.39], [0.80, -4.35, -1.30]], "total_charge": -1, "homo_lumo_gap_ev": 6.95, "e_above_lowest_ev": 1.663}

---

{"formula": "C23H29ClF9N3O6S3", "method": "ωB97M-V with the def2-TZVPD basis set", "symbols": ["C", "C", "C", "C", "C", "C", "C", "C", "F", "F", "C", "F", "F", "S", "F", "F", "F", "F", "F", "C", "C", "Cl", "C", "N", "C", "O", "N", "O", "C", "N", "C", "H", "H", "H", "H", "H", "H", "H", "H", "H", "H", "H", "H", "H", "C", "C", "C", "S", "O", "O", "C", "H", "H", "H", "H", "H", "H", "H", "H", "C", "C", "C", "S", "O", "O", "C", "H", "H", "H", "H", "H", "H", "H", "H"], "coordinates": [[1.24, 1.85, 1.88], [0.82, 2.17, 0.46], [0.38, 1.23, -0.41], [0.23, -0.24, -0.08], [-0.75, -0.45, 1.11], [-2.16, -0.91, 0.71], [-3.27, 0.10, 1.14], [-3.77, 0.87, -0.10], [-2.70, 1.14, -0.89], [-4.58, 0.02, -0.78], [-4.53, 2.15, 0.33], [-5.75, 1.74, 0.73], [-3.98, 2.76, 1.37], [-4.79, 3.46, -1.03], [-4.74, 2.36, -2.16], [-6.38, 3.31, -0.94], [-4.91, 4.61, 0.08], [-3.24, 3.75, -1.11], [-5.02, 4.55, -2.16], [0.02, 1.64, -1.71], [0.09, 2.91, -2.09], [-0.41, 3.31, -3.72], [0.51, 3.92, -1.22], [0.51, 5.21, -1.67], [0.91, 6.01, -0.75], [0.93, 7.36, -1.07], [-0.07, 8.09, -0.28], [-1.08, 8.15, -0.84], [1.34, 5.66, 0.54], [1.34, 4.44, 0.96], [0.89, 3.52, 0.06], [0.41, 1.96, 2.58], [1.54, 0.81, 1.92], [2.08, 2.48, 2.16], [-0.02, -0.84, -0.96], [1.23, -0.62, 0.22], [-0.76, 0.46, 1.71], [-0.31, -1.21, 1.76], [-2.37, -1.81, 1.30], [-2.26, -1.21, -0.33], [-2.81, 0.77, 1.87], [-4.11, -0.48, 1.53], [-0.34, 0.87, -2.39], [1.68, 6.45, 1.20], [6.41, -0.35, -0.22], [6.13, -1.82, 0.12], [4.66, -1.91, 0.54], [3.80, -0.59, -0.31], [3.33, 0.36, 0.66], [2.94, -1.14, -1.32], [5.25, 0.11, -1.10], [7.36, -0.23, -0.73], [6.44, 0.25, 0.69], [6.30, -2.43, -0.76], [6.79, -2.18, 0.91], [4.21, -2.86, 0.26], [4.53, -1.75, 1.61], [5.15, 1.19, -1.17], [5.32, -0.32, -2.10], [-1.99, -6.97, 0.57], [-1.52, -6.58, -0.83], [-1.24, -5.07, -0.82], [-0.79, -4.66, 0.87], [-1.80, -3.79, 1.42], [0.61, -4.32, 0.93], [-1.02, -6.30, 1.54], [-2.01, -8.05, 0.71], [-3.00, -6.59, 0.74], [-0.60, -7.12, -1.07], [-2.26, -6.83, -1.59], [-0.42, -4.80, -1.48], [-2.12, -4.50, -1.08], [-1.40, -6.23, 2.56], [-0.05, -6.80, 1.54]], "total_charge": 0, "homo_lumo_gap_ev": 7.87, "smiles": "Cc1c(CCCCC(F)(F)C(F)(F)S(F)(F)(F)(F)F)cc(Cl)c2nc(ON=O)cnc12.O=S1(=O)CCCC1.O=S1(=O)CCCC1"}

---

{"formula": "C7H12NO3", "method": "ωB97M-V with the def2-TZVPD basis set", "symbols": ["C", "C", "C", "C", "C", "C", "C", "N", "O", "O", "O", "H", "H", "H", "H", "H", "H", "H", "H", "H", "H", "H", "H"], "coordinates": [[0.67, -2.06, -0.85], [-1.65, -0.93, -0.89], [2.18, -1.12, 0.75], [-3.21, 0.12, 1.53], [2.91, 1.57, -0.33], [-3.44, 0.42, 0.06], [3.81, 0.32, -0.20], [-0.63, -1.43, -1.00], [1.67, -1.17, -0.50], [-2.71, -0.42, -0.92], [3.23, -0.49, 0.87], [0.59, -2.64, 0.07], [0.87, -2.52, -1.93], [-2.87, -0.90, 1.70], [-2.42, 0.65, 1.96], [-4.02, 0.48, 2.13], [3.42, 2.38, -0.68], [2.02, 1.22, -0.93], [2.74, 1.99, 0.61], [-3.12, 1.45, -0.20], [-4.61, 0.23, -0.20], [4.79, 0.60, 0.20], [3.91, -0.31, -1.18]], "total_charge": 1, "homo_lumo_gap_ev": 8.80, "e_above_lowest_ev": 5.008}

---

{"formula": "C19H29IrN9OS2", "method": "ωB97M-V with the def2-TZVPD basis set", "symbols": ["Ir", "N", "N", "C", "N", "S", "H", "H", "H", "H", "H", "S", "C", "C", "C", "C", "C", "C", "C", "C", "C", "N", "H", "H", "H", "H", "H", "H", "N", "C", "C", "N", "C", "C", "H", "H", "H", "H", "H", "H", "H", "H", "H", "H", "H", "C", "N", "C", "C", "C", "N", "C", "O", "N", "H", "H", "H", "H", "H", "H", "H"], "coordinates": [[-0.05, -0.26, 0.44], [0.26, 1.66, -1.34], [-0.81, 2.56, -1.42], [-1.76, 2.64, -0.49], [-2.76, 3.49, -0.62], [-1.73, 1.66, 0.92], [1.14, 2.17, -1.29], [0.28, 1.08, -2.18], [-0.86, 3.17, -2.23], [-2.84, 4.14, -1.39], [-3.45, 3.59, 0.11], [4.47, -1.18, -0.50], [4.32, 0.41, 0.06], [3.03, 0.75, 0.46], [2.10, -0.29, 0.32], [2.75, -1.43, -0.20], [2.08, -2.66, -0.48], [2.75, -3.81, -0.94], [2.03, -4.97, -1.16], [0.66, -4.95, -0.96], [0.07, -3.75, -0.53], [0.74, -2.66, -0.27], [5.18, 1.06, 0.08], [2.80, 1.72, 0.84], [3.81, -3.78, -1.13], [2.53, -5.88, -1.49], [0.05, -5.82, -1.13], [-1.00, -3.71, -0.38], [0.64, 0.69, 6.05], [-0.44, 1.38, 5.31], [-0.12, 1.40, 3.81], [0.07, 0.06, 3.25], [1.15, -0.60, 3.98], [0.87, -0.67, 5.49], [0.41, 0.62, 7.05], [1.51, 1.24, 5.99], [-0.55, 2.40, 5.67], [-1.38, 0.85, 5.49], [0.80, 1.97, 3.64], [-0.93, 1.91, 3.30], [-0.80, -0.46, 3.37], [2.07, -0.04, 3.80], [1.30, -1.61, 3.61], [1.71, -1.14, 5.99], [-0.03, -1.27, 5.69], [-3.84, -1.10, -2.69], [-3.54, -1.57, -1.35], [-4.41, -2.35, -0.67], [-4.11, -2.80, 0.58], [-2.85, -2.45, 1.15], [-2.04, -1.62, 0.48], [-2.36, -1.20, -0.77], [-1.55, -0.46, -1.35], [-2.47, -2.94, 2.32], [-4.43, -1.84, -3.23], [-2.90, -0.93, -3.22], [-4.40, -0.17, -2.65], [-5.33, -2.60, -1.16], [-4.79, -3.43, 1.12], [-3.06, -3.60, 2.80], [-1.52, -2.83, 2.64]], "multiplicity": 2, "total_charge": 4, "homo_lumo_gap_ev": [4.28, 4.88], "e_above_lowest_ev": 4.751}

---

{"formula": "C7H15F2N7O3RhSe", "method": "ωB97M-V with the def2-TZVPD basis set", "symbols": ["Rh", "N", "N", "C", "N", "N", "N", "O", "O", "H", "H", "H", "H", "H", "Se", "C", "N", "F", "C", "F", "H", "C", "N", "C", "C", "C", "O", "H", "H", "H", "H", "H", "H", "H", "H", "H"], "coordinates": [[-0.12, -0.72, 0.01], [-0.80, 1.72, -0.43], [-0.55, 2.12, -1.74], [0.13, 1.32, -2.57], [0.36, 1.72, -3.81], [0.51, 0.14, -2.06], [1.27, -0.74, -2.78], [1.52, -1.79, -2.23], [1.62, -0.48, -3.93], [-1.80, 1.66, -0.24], [-0.35, 2.33, 0.24], [-0.88, 3.01, -2.06], [0.09, 2.63, -4.13], [0.94, 1.13, -4.39], [3.05, -3.85, 0.56], [1.49, -3.07, 0.66], [0.45, -2.54, 0.73], [-0.14, 1.38, 2.25], [0.56, 0.25, 1.91], [1.82, 0.67, 1.51], [0.67, -0.37, 2.80], [-4.93, -3.26, -0.99], [-4.21, -2.12, -0.43], [-4.95, -1.28, 0.50], [-2.93, -1.87, -0.72], [-2.21, -2.82, -1.64], [-2.37, -0.86, -0.24], [-6.00, -3.05, -0.94], [-4.74, -4.17, -0.41], [-4.67, -3.43, -2.03], [-5.48, -1.91, 1.21], [-5.67, -0.66, -0.03], [-4.26, -0.64, 1.03], [-2.33, -3.85, -1.31], [-1.16, -2.57, -1.67], [-2.62, -2.74, -2.65]], "multiplicity": 5, "total_charge": 1, "homo_lumo_gap_ev": [7.41, 5.91], "e_above_lowest_ev": 0.492}

---

{"formula": "CH3LiMgO", "method": "ωB97M-V with the def2-TZVPD basis set", "symbols": ["O", "C", "H", "H", "Li", "Mg", "H"], "coordinates": [[-0.04, -0.10, -0.19], [1.10, -0.63, -0.48], [1.80, -0.04, -1.07], [1.48, -1.46, 0.13], [-0.70, 1.67, -0.22], [-2.67, 0.65, 0.98], [-0.96, -0.07, 0.86]], "multiplicity": 2, "total_charge": 1, "homo_lumo_gap_ev": [5.38, 7.94], "e_above_lowest_ev": 2.819}